[1]
Entry from OMol25: a structure of composition C4H8NO2 at a distorted geometry (ωB97M-V/def2-TZVPD).

The total energy comes out at -9860.2943 eV. Its HOMO-LUMO gap is 7.4 eV. The calculation puts the HOMO energy at -3.00 eV. For the energy above the lowest of the compared OMol25 structures with the same formula, charge and spin, the calculation gives 433.4 kJ/mol. As for the total charge: -1.

Cartesian coordinates (Å):
C1 1.1119 -1.0338 1.2913
C2 0.3456 -1.1709 0.0396
C3 1.3231 0.4544 0.9704
C4 0.6535 0.1200 -0.3333
N1 -2.3839 0.3889 -1.6020
O1 -2.1618 1.7281 -1.1585
O2 0.3683 0.8826 -1.3187
H1 0.6733 -1.5143 2.2359
H2 2.2130 -1.5353 1.4723
H3 0.0458 -2.0738 -0.5340
H4 -2.8044 -0.0286 -0.7546
H5 0.7746 1.1840 1.6259
H6 2.4021 0.7360 0.9348
H7 -1.4049 0.0184 -1.7120
H8 -1.1563 1.8443 -1.1570

Cartesian forces, eV/Å:
C 2.4093 -2.9016 2.8948
C 0.6982 -0.7968 -1.1463
C 0.2357 0.8399 1.5339
C -1.5145 0.6894 -1.3536
N 0.4262 -0.5946 0.2766
O 1.0512 1.2361 -0.0740
O 0.5969 -0.1984 0.2400
H -0.1493 1.5046 -0.7254
H -1.8102 0.7027 -1.1368
H 0.0096 0.7815 0.4596
H 0.6571 -0.1767 -0.6252
H 0.4179 -0.5413 -0.6117
H -0.6830 -0.0387 -0.1076
H -1.1481 0.1930 0.3329
H -1.1972 -0.6990 0.0429

These are the natural (NBO) partial charges, in e, on atoms 1 to 6: atom 1 (C): -0.383, atom 2 (C): -0.499, atom 3 (C): -0.478, atom 4 (C): 0.421, atom 5 (N): -0.564, atom 6 (O): -0.664

***

[2]
Entry from OMol25: a cluster of 2 separate species, C3H4NOS in total at a distorted geometry (ωB97M-V/def2-TZVPD).

The total energy comes out at -17547.5765 eV. Its HOMO-LUMO gap is 6.7 eV. The calculation puts the HOMO energy at -2.84 eV. For the energy above the lowest of the compared OMol25 structures with the same formula, charge and spin, the calculation gives 188.4 kJ/mol. As for the total charge: -1.

Cartesian coordinates (Å):
C1 -0.4477 0.0947 0.3810
C2 -2.1666 -1.0868 0.4602
C3 1.6963 0.6245 -0.6009
N1 0.3953 0.0737 -0.5867
O1 -3.0980 -0.4469 0.8411
S1 -1.8151 -2.6465 0.1307
H1 -0.6437 0.8600 1.2021
H2 1.9132 1.1810 0.3236
H3 1.7072 1.4495 -1.4002
H4 2.4592 -0.1030 -0.7509

Cartesian forces, eV/Å:
C -1.8997 -0.5467 -1.8395
C 2.3139 1.9105 0.1108
C -0.6910 3.5267 -0.1652
N -1.8973 -1.8407 1.9918
O -0.3610 0.5474 0.1079
S 0.2107 -1.1777 -0.3805
H 1.2032 -0.4256 -0.2970
H 0.2337 -0.0606 0.2274
H 0.4081 -1.3090 0.6521
H 0.4793 -0.6242 -0.4078

These are the natural (NBO) partial charges, in e, on atoms 1 to 6: atom 1 (C): 0.005, atom 2 (C): 0.345, atom 3 (C): -0.419, atom 4 (N): -0.510, atom 5 (O): -0.646, atom 6 (S): -0.388

***

[3]
Entry from OMol25: a structure of composition C4H3IrO5 at a distorted geometry (ωB97M-V/def2-TZVPD).

As for the multiplicity: 6. The total energy comes out at -17257.2730 eV. Its HOMO-LUMO gap (alpha / beta) is 7.7 / 6.2 eV. The calculation puts the HOMO energy (alpha / beta) at -12.93 / -15.18 eV. For the energy above the lowest of the compared OMol25 structures with the same formula, charge and spin, the calculation gives 14.3 kJ/mol. As for the total charge: +1.

Cartesian coordinates (Å):
C1 0.9080 0.8814 -0.6197
C2 1.5936 -0.2422 -0.4120
O1 1.3924 -1.0072 0.7445
C3 0.6821 -2.1280 0.6615
O2 0.1363 -2.5643 -0.3215
O3 0.6448 -2.6819 1.8668
H1 1.3506 1.4283 -1.4652
H2 2.3726 -0.6658 -1.0508
H3 0.0969 -3.4772 1.8368
O4 -3.7933 3.3679 -1.0594
O5 -2.1078 2.5616 0.2097
C4 -2.8008 2.7165 -0.8418
Ir1 -0.4755 1.8109 0.4511

Cartesian forces, eV/Å:
C 0.0851 2.1375 0.1331
C 0.4848 -3.0793 1.7203
O 0.6102 2.4257 -1.0122
C -1.5170 -2.5707 -0.4299
O 0.6510 0.9121 0.4295
O 0.3186 0.5265 0.1160
H -0.7321 0.1251 -0.0504
H -0.2901 0.2714 -0.0544
H -0.0195 -0.0941 -0.1763
O 2.4913 -1.5159 1.1190
O -1.4011 1.3927 3.1022
C -4.3784 1.7747 -4.6128
Ir 3.6971 -2.3056 -0.2842

These are the natural (NBO) partial charges, in e, on atoms 1 to 6: atom 1 (C): -0.588, atom 2 (C): 0.318, atom 3 (O): -0.500, atom 4 (C): 0.968, atom 5 (O): -0.587, atom 6 (O): -0.648

***

[4]
Entry from OMol25: an isolated molecule of CH6P2S at a distorted geometry (ωB97M-V/def2-TZVPD).

The total energy comes out at -30544.4616 eV. Its SMILES is C=[PH2][PH2]=S. Its HOMO-LUMO gap is 8.3 eV. The calculation puts the HOMO energy at -8.08 eV. For the energy above the lowest of the compared OMol25 structures with the same formula, charge and spin, the calculation gives 186.8 kJ/mol.

Cartesian coordinates (Å):
C1 -1.3563 1.3050 0.0902
P1 -0.0959 0.2875 -0.4022
P2 2.0835 -0.4038 0.1261
S1 3.7385 0.5764 -0.0151
H1 -1.1796 2.3473 -0.1594
H2 -1.6200 1.1809 1.1346
H3 -0.5201 -1.0261 -0.3019
H4 0.0936 0.4291 -1.7689
H5 1.7846 -0.9209 1.4022
H6 2.0233 -1.6293 -0.5545

Cartesian forces, eV/Å:
C 0.9426 0.1260 0.3334
P -0.1368 0.0342 -0.2739
P -0.3875 0.1467 0.4187
S -0.0131 0.2081 -0.1214
H -0.1146 0.0574 -0.1411
H -0.2504 -0.1048 0.0748
H -0.0944 -0.5277 0.1639
H 0.1793 0.1367 -0.2797
H -0.0342 0.0636 0.1401
H -0.0910 -0.1402 -0.3147

These are the natural (NBO) partial charges, in e, on atoms 1 to 6: atom 1 (C): -1.026, atom 2 (P): 0.724, atom 3 (P): 0.463, atom 4 (S): -0.525, atom 5 (H): 0.231, atom 6 (H): 0.226